24
Properties=species:S:1:pos:R:3:forces:R:3:mulliken_charge:R:1 method="wB97M-V/def2-TZVPD" charge=0 e_lumo_ev="0.12 / -0.06" s2=0.8202 relative_energy_kj_mol=591.56 energy_ev=-52278.58004 spin_multiplicity=2 e_homo_ev="-3.54 / -4.43"
C -1.980 -0.128 -0.537 1.1794 -2.1710 -2.8684 -0.130
C -2.152 0.810 -1.729 -2.9059 1.9521 1.8728 -0.671
C -1.376 0.399 -2.800 -0.2294 -3.6102 -3.8592 -0.444
C -0.590 -0.763 -2.527 -3.0700 0.9874 -1.6010 -0.609
C -0.810 -1.184 -1.209 1.2390 -1.1856 1.1753 -0.643
Yb 0.004 0.956 -1.287 5.5440 4.6638 4.4814 0.192
P -2.054 0.716 1.145 -0.2756 0.6988 0.0858 0.133
H -2.683 -0.919 -0.469 -1.5049 -0.1894 0.9990 0.403
H -2.758 1.773 -1.646 0.8031 -1.6723 -0.3045 0.228
H -1.279 0.831 -3.772 -0.3236 0.5729 -0.4299 0.441
H -0.037 -1.904 -0.782 -1.5776 0.9622 0.2251 0.368
H 0.120 -1.108 -3.239 0.6289 -0.4904 -0.3389 0.422
H -1.485 -0.286 1.931 -0.5934 -0.5218 0.5123 0.085
H -3.304 1.247 1.556 0.5628 -0.5069 0.4598 0.105
H -1.236 1.829 1.178 0.3921 0.6615 -0.2539 0.064
N 3.097 -0.846 1.234 -0.1651 0.4024 0.9581 -0.007
C 2.818 -0.340 2.528 -1.5757 0.2864 -2.1316 -0.479
C 1.709 0.470 2.340 0.5049 -0.3922 -1.2072 -0.310
N 1.343 0.527 0.979 1.6164 -1.7458 0.0558 -0.128
C 2.206 -0.316 0.364 -0.5994 0.7619 0.6547 -0.325
H 3.828 -1.512 1.001 -0.3291 0.3299 0.0930 0.224
H 3.329 -0.666 3.401 0.3097 -0.0879 0.3115 0.403
H 1.100 1.001 3.052 0.2436 0.0490 0.1473 0.424
H 2.190 -0.589 -0.711 0.1258 0.2452 0.9626 0.252


82
Properties=species:S:1:pos:R:3:forces:R:3:mulliken_charge:R:1 method="wB97M-V/def2-TZVPD" charge=+1 e_lumo_ev="-4.21 / -4.21" s2=2.0295 relative_energy_kj_mol=0.00 energy_ev=-65116.31903 spin_multiplicity=3 e_homo_ev="-10.56 / -11.06"
W 0.394 0.759 -1.392 -0.3607 -2.2594 -1.1699 0.227
C 3.135 -1.430 0.388 0.0964 0.3536 -0.0966 -1.049
Sb 2.348 0.604 0.625 1.6325 -0.8415 1.0252 0.701
C 4.249 1.662 0.582 -0.1806 0.2504 -0.1027 -1.213
C 2.109 0.843 2.798 -0.8751 -0.9956 -0.1752 -1.524
C 2.058 2.297 3.107 0.0006 1.2054 0.2957 0.714
C 3.247 2.960 3.483 -0.0139 -0.9788 0.2658 -0.662
C 3.304 4.320 3.661 -0.2856 0.8592 -0.1093 -0.621
C 2.165 5.094 3.383 0.8483 1.1425 0.2564 -0.634
C 0.994 4.497 2.998 -0.6096 -0.3304 0.2773 -0.647
C 0.894 3.096 2.953 0.5625 -0.1308 -0.5924 0.802
C -0.408 2.500 2.551 0.9077 -0.1413 -1.5361 -1.369
Sb -0.558 2.535 0.317 -1.8746 1.8758 1.0323 0.475
C -2.734 2.607 0.361 -0.2326 0.0539 -0.6712 -1.327
C -0.280 4.630 -0.167 0.6360 -0.8439 -0.0124 -1.247
H 4.206 -1.376 0.657 -0.5618 -0.0857 -0.0304 0.570
H 3.040 -1.728 -0.675 -0.0423 0.1801 0.6876 0.297
H 2.585 -2.132 1.039 0.2375 0.3442 -0.3699 0.220
H 4.955 1.150 1.276 -0.6993 0.3429 -0.3832 0.345
H 4.098 2.724 0.884 0.1792 -0.8555 -0.2448 0.308
H 4.667 1.608 -0.433 -0.1448 0.1041 0.2995 0.476
H 2.939 0.297 3.269 -0.0878 0.3955 -0.2146 0.690
H 1.191 0.281 3.061 0.3995 0.3584 -0.0757 0.450
H 4.126 2.339 3.702 -0.2968 0.3269 -0.2163 0.390
H 4.222 4.821 3.981 -0.3115 -0.3103 -0.0898 0.407
H 2.209 6.201 3.485 0.0193 -0.9637 -0.1240 0.366
H 0.108 5.109 2.758 0.4838 -0.3660 0.2846 0.392
H -1.280 3.069 2.830 -0.2105 0.1075 0.2147 0.853
H -0.470 1.460 2.815 -0.4036 -0.3975 0.1922 0.374
H -3.100 3.614 0.668 0.4998 -0.6503 -0.2835 0.505
H -3.079 1.885 1.110 0.0611 0.0663 -0.2744 0.355
H -3.158 2.351 -0.646 0.3177 0.1817 1.0041 0.327
H -0.950 5.192 0.473 0.1222 0.1631 0.0759 0.388
H -0.555 4.752 -1.213 -0.0663 -0.0267 0.0077 0.449
H 0.781 4.889 -0.046 -0.4574 0.1256 0.1136 0.347
O -1.071 -1.249 2.003 -1.4014 0.1867 -0.5085 -0.401
C -1.272 -2.076 0.825 -0.8468 -0.3117 0.2796 3.358
C -0.713 -1.245 -0.353 -0.3994 -0.8854 0.2230 0.400
O -1.388 -0.230 -0.776 0.9807 -0.4129 0.1458 -0.339
O 0.430 -1.543 -0.830 -0.9596 2.3289 -0.1649 -0.637
C -0.451 -3.318 0.974 0.3084 -1.1732 -0.3291 -0.663
C -0.382 -4.241 -0.080 0.7625 -0.0514 0.1181 -0.447
C 0.536 -5.302 -0.013 -0.1344 0.2570 -0.2142 -1.016
C 1.333 -5.496 1.122 -0.0189 -0.1176 0.1458 -0.478
C 1.142 -4.654 2.227 1.3361 -0.7036 0.2993 -0.637
C 0.263 -3.585 2.132 0.1641 0.4286 0.4285 -0.593
C -2.793 -2.410 0.643 0.1883 0.4472 0.3762 -0.306
C -3.260 -3.717 0.545 -0.1925 0.4636 -0.0003 -0.499
C -4.634 -3.983 0.503 0.7326 -0.9760 0.3869 -0.917
C -5.537 -2.975 0.739 -0.8566 0.4585 -0.0087 -0.478
C -5.094 -1.659 0.844 0.1187 0.0866 -0.0541 -0.820
C -3.742 -1.377 0.758 0.4788 0.2362 0.1931 0.090
H -1.974 -1.177 2.393 0.9888 0.0588 -0.1755 0.509
H -1.011 -4.091 -0.965 0.4547 -0.1185 0.1909 0.637
H 0.669 -5.945 -0.887 -0.1538 0.1237 0.3516 0.396
H 2.095 -6.307 1.143 -0.7450 0.7235 0.0029 0.399
H 1.804 -4.803 3.137 -1.1577 0.2544 -1.1433 0.343
H 0.164 -2.904 2.970 0.0473 -0.0685 -0.0687 0.389
H -2.558 -4.530 0.593 -0.1098 -0.1914 -0.2501 0.499
H -4.915 -5.041 0.400 -0.1630 0.6575 0.1318 0.406
H -6.604 -3.161 0.893 0.4046 -0.1590 -0.3265 0.398
H -5.805 -0.849 0.995 0.1247 -0.1973 0.0149 0.427
H -3.406 -0.341 0.874 -0.1097 -0.3512 -0.2030 0.114
F -1.940 -3.090 -5.078 0.1047 0.9141 -0.9050 -0.302
C -1.665 -1.751 -5.047 0.9226 -0.4253 1.8486 0.407
C -0.335 -1.375 -4.744 -0.9870 -1.4345 -1.4210 -0.511
C -0.113 -0.065 -4.381 1.2955 -0.0166 0.0858 -0.294
C -1.160 0.676 -3.874 -1.1240 0.4414 0.2193 0.453
C -0.897 1.774 -2.937 1.3295 1.6507 1.1216 -1.023
C -2.485 0.309 -4.196 0.3892 -0.3216 0.0331 -0.555
C -2.737 -0.849 -4.930 0.3181 0.0886 0.4428 -0.761
H 0.496 -2.104 -4.831 -0.7114 0.5717 -0.2161 0.440
H 0.870 0.400 -4.539 -0.1496 -0.3823 0.7367 0.612
H -1.791 2.074 -2.389 -0.0964 0.3398 -0.5530 0.277
H -0.322 2.640 -3.351 -0.6314 -0.5372 0.2479 0.424
H -3.287 0.945 -3.817 0.0723 -0.2218 -0.3762 0.421
H -3.737 -1.087 -5.287 0.2309 -0.1934 0.2833 0.412
N 5.378 0.468 -5.243 -1.8145 2.1484 2.8749 -0.452
C 4.832 1.095 -4.393 1.1443 -1.4525 -1.9204 0.402
N 4.243 1.842 -3.422 -0.2137 -0.7995 -0.3180 -0.650
C 3.184 1.535 -2.828 -1.6759 -0.6382 0.9908 0.847
N 2.185 1.293 -2.168 2.4657 1.0152 -2.2771 -0.417


38
Properties=species:S:1:pos:R:3:forces:R:3:mulliken_charge:R:1 method="wB97M-V/def2-TZVPD" charge=+1 e_lumo_ev="-5.88 / -6.89" s2=8.7795 relative_energy_kj_mol=15.13 energy_ev=-62785.00710 spin_multiplicity=6 e_homo_ev="-13.16 / -13.16"
Fe 2.960 0.968 -1.781 -4.8973 0.7312 -0.2049 1.175
C 0.438 -0.514 1.001 0.0598 0.6121 0.9775 -1.105
C 0.967 -1.058 -0.305 -0.2454 -0.7810 0.5079 -0.008
O 1.948 -0.285 -0.941 1.9628 1.7844 -0.9397 -0.434
H -0.303 0.283 0.937 -0.1501 -0.2072 -0.2840 0.247
H 1.195 -0.121 1.689 0.3981 -0.0448 -0.4357 0.376
H 0.044 -1.351 1.581 -0.4293 0.0420 -0.2722 0.211
H 0.142 -1.226 -1.004 0.0626 0.1650 -0.0601 0.246
H 1.408 -2.029 -0.049 0.1914 0.0338 -0.3867 0.246
C 0.893 3.259 -0.332 0.2031 -0.5059 0.3699 -0.900
C 0.634 2.970 -1.791 -2.5920 1.9884 -0.8603 0.015
O 1.619 2.366 -2.494 4.1781 -3.4381 0.9490 -0.452
H 1.877 3.698 -0.167 -0.0324 0.2787 -0.0868 0.319
H 0.837 2.342 0.263 0.0298 -0.0958 -0.1172 0.100
H 0.110 3.897 0.074 0.1057 0.1674 -0.1239 0.265
H 0.437 3.883 -2.401 0.3850 0.2422 0.7676 0.398
H -0.375 2.529 -1.930 0.5876 -0.8507 0.2988 0.269
C 0.958 -2.240 -3.932 -0.7739 0.9107 0.5151 -0.559
N -0.099 -1.182 -4.106 -0.2464 -0.0921 -0.5406 0.884
O -1.112 -1.482 -4.687 -0.0169 -0.0738 0.1253 -0.511
O 0.152 -0.071 -3.670 0.2900 -0.0365 0.2654 -0.486
H 1.852 -1.732 -4.275 0.2579 -0.5403 -0.1442 0.254
H 0.622 -3.126 -4.452 0.3005 -0.0180 -0.1878 0.316
H 0.975 -2.381 -2.853 0.3062 -0.2381 -0.0537 0.118
C -1.016 -5.016 1.201 0.8041 -0.9968 -0.3354 -0.697
N -1.395 -4.106 2.298 -0.3251 0.5761 0.2390 0.857
O -0.999 -4.338 3.419 0.1287 -0.3230 -0.2574 -0.512
O -2.088 -3.151 2.006 -0.0464 0.0489 -0.2740 -0.494
H -1.814 -5.710 0.949 -0.2948 0.2303 0.3142 0.309
H -0.162 -5.597 1.540 -0.0496 0.0172 0.0961 0.331
H -0.744 -4.485 0.294 -0.1900 0.4292 0.1966 0.214
C -1.707 4.103 3.680 0.0677 0.3391 -0.1152 -0.725
N -1.053 2.890 3.132 0.1276 -0.1532 -0.7700 0.858
O -1.417 2.522 2.029 -0.2024 0.1096 -0.1682 -0.494
O -0.202 2.324 3.773 0.1379 0.1552 0.4398 -0.530
H -1.139 4.409 4.550 -0.4084 -0.1737 0.3125 0.317
H -2.756 3.847 3.803 0.0730 -0.0318 0.5221 0.297
H -1.690 4.910 2.951 0.2428 -0.2604 -0.2788 0.283


47
Properties=species:S:1:pos:R:3:forces:R:3:mulliken_charge:R:1 method="wB97M-V/def2-TZVPD" charge=-2 e_lumo_ev="4.29 / 4.23" s2=0.7540 relative_energy_kj_mol=2.80 energy_ev=-135338.50929 spin_multiplicity=2 e_homo_ev="-1.11 / -2.10"
In 0.276 -1.158 -0.562 0.2384 0.0592 0.1413 0.568
C -6.736 -0.306 0.540 -0.0148 -0.0087 0.0310 -1.091
C -5.524 -1.211 0.450 -0.0153 0.0482 -0.0127 -0.180
O -4.733 -0.832 -0.677 0.0013 -0.0370 -0.0149 -0.437
P -3.261 -0.208 -0.442 -0.0399 0.0399 0.1216 0.573
S -2.482 0.304 -2.146 0.0078 0.0316 -0.0995 -0.461
S -2.209 -1.386 0.784 0.0411 0.0257 -0.0583 -0.403
O -3.730 1.086 0.436 -0.0544 0.0042 -0.0494 -0.215
C -2.713 1.970 0.906 -0.0135 -0.0003 0.0355 0.036
C -3.381 3.067 1.703 0.0067 0.0083 -0.0115 -1.436
H -7.371 -0.604 1.378 -0.0034 0.0040 -0.0064 0.353
H -7.323 -0.358 -0.379 -0.0001 -0.0035 -0.0043 0.275
H -6.415 0.725 0.687 0.0044 -0.0005 0.0022 0.232
H -5.818 -2.253 0.301 -0.0041 -0.0048 -0.0112 0.355
H -4.931 -1.162 1.365 0.0137 -0.0119 -0.0031 0.273
H -2.163 2.371 0.052 0.0131 -0.0020 0.0134 0.321
H -2.007 1.408 1.524 -0.0125 0.0083 -0.0012 0.199
H -4.064 3.640 1.073 -0.0034 0.0013 -0.0017 0.313
H -2.626 3.743 2.107 -0.0016 0.0113 -0.0012 0.392
H -3.950 2.644 2.533 0.0073 -0.0040 0.0108 0.308
Cl 6.494 -2.824 2.318 -0.0406 -0.0014 -0.0112 -0.257
C 4.788 -2.611 2.045 0.0041 0.0069 -0.0033 0.113
C 3.875 -2.988 3.006 -0.0290 -0.0036 -0.0008 0.257
Cl 4.408 -3.688 4.507 -0.0037 0.0214 -0.0407 -0.250
C 2.504 -2.798 2.766 -0.0145 -0.0166 0.0670 0.094
Cl 1.326 -3.267 3.958 0.0556 0.0140 -0.0450 -0.236
C 2.029 -2.230 1.587 -0.0206 0.0377 0.0324 0.365
O 0.767 -2.043 1.350 -0.0633 -0.1733 0.0686 -0.774
C 2.980 -1.830 0.577 0.0552 -0.0656 0.0992 -0.108
O 2.532 -1.303 -0.520 -0.0648 -0.0484 -0.1570 -0.687
C 4.332 -2.043 0.842 0.1012 0.0307 -0.0309 0.266
Cl 5.475 -1.588 -0.394 -0.0561 0.0469 0.0292 -0.226
S 0.831 1.427 0.504 0.0077 -0.0689 -0.1016 -0.300
C 1.974 1.680 -0.721 0.0048 0.0454 0.0494 -0.007
N 3.307 1.513 -0.588 -0.0343 0.1172 0.0106 -0.192
C 3.897 1.331 -1.922 0.0075 -0.0913 -0.0137 -0.176
C 2.904 2.106 -2.790 -0.0131 -0.0028 0.0089 -0.667
N 1.696 2.073 -1.968 -0.1018 0.0009 -0.0953 -0.077
H 3.592 0.901 0.163 -0.0295 -0.0438 -0.0263 0.308
H 3.900 0.270 -2.177 0.0252 -0.0041 -0.0070 0.190
H 4.908 1.732 -1.966 -0.0074 0.0041 -0.0128 0.300
H 2.736 1.639 -3.755 0.0194 -0.0467 0.0026 0.267
H 3.217 3.145 -2.935 0.0122 0.0097 0.0108 0.245
H 0.796 1.840 -2.373 0.0634 0.0578 0.1250 0.299
S 0.655 -0.625 -3.635 0.0880 0.0420 -0.2159 -0.261
C 2.117 -0.651 -4.461 -0.2115 -0.0983 0.1749 0.274
N 3.121 -0.649 -5.051 0.0752 0.0606 0.0025 -0.739